1.
{"formula": "C5H12N2O", "method": "the ωB97M-V functional and the def2-TZVPD basis", "spin_multiplicity": 1, "energy_ev": -10400.692, "orbital_gap_ev": 6.47, "lumo_energy_ha": -0.103, "elements": ["N", "C", "C", "C", "C", "N", "C", "O", "H", "H", "H", "H", "H", "H", "H", "H", "H", "H", "H", "H"], "positions_angstrom": [[-0.10970, 1.64053, 0.66932], [-0.09594, -1.02668, 2.45392], [0.45212, -0.62259, 0.95865], [-0.53026, 0.31643, 0.39488], [-1.00026, 0.14800, -1.19142], [-0.11355, 0.39205, -2.32881], [1.32561, 0.53812, -1.82217], [-1.49588, -1.10736, -1.34062], [-0.84971, 2.18479, 0.94742], [-1.40581, -0.03801, 0.94698], [-0.20105, -0.04417, 2.98594], [-1.14744, -1.38929, 2.27942], [0.51824, -1.82791, 2.92304], [0.52966, -1.49846, 0.25014], [1.40261, -0.07800, 1.13440], [-1.85186, 0.88300, -1.24587], [-0.17791, -0.48777, -2.85656], [1.08434, 1.18523, -0.92042], [1.75667, -0.46524, -1.72760], [1.91011, 1.29729, -2.51063]], "atomic_forces_ev_per_a": [[1.38, -4.49, -1.77], [-0.59, 0.55, -2.25], [1.74, -2.13, 0.72], [0.46, 3.86, 4.81], [-4.41, -4.02, -5.51], [2.13, -0.13, 1.84], [-1.21, 3.20, -1.30], [1.44, 3.16, 1.68], [-2.66, 1.82, 0.52], [-1.04, 0.92, -1.13], [0.47, -1.15, 0.00], [1.00, -0.02, 0.47], [-0.41, 0.93, -0.17], [0.24, 0.58, 1.11], [-0.24, -0.73, -0.50], [0.78, -0.22, 0.68], [-0.10, 0.51, 0.14], [1.59, -1.26, -0.74], [0.35, 0.64, 0.32], [-0.91, -2.00, 1.07]]}

***

2.
{"formula": "C30H49N5Pd", "method": "the ωB97M-V functional and the def2-TZVPD basis", "spin_multiplicity": 3, "energy_ev": -42833.996, "orbital_gap_ev": [6.47, 7.15], "lumo_energy_ha": [0.023, 0.008], "elements": ["Pd", "N", "C", "C", "N", "C", "C", "N", "H", "H", "H", "H", "H", "H", "H", "H", "H", "H", "H", "H", "H", "C", "C", "C", "C", "C", "C", "C", "C", "C", "C", "C", "C", "N", "C", "C", "N", "C", "C", "C", "C", "C", "C", "C", "C", "C", "C", "C", "C", "H", "H", "H", "H", "H", "H", "H", "H", "H", "H", "H", "H", "H", "H", "H", "H", "H", "H", "H", "H", "H", "H", "H", "H", "H", "H", "H", "H", "H", "H", "H", "H", "H", "H", "H", "H"], "positions_angstrom": [[0.19065, 0.48922, -0.91959], [2.39435, 1.82902, -1.45454], [2.18373, 3.06923, -2.20557], [0.90053, 3.05545, -3.06343], [-0.16031, 2.24878, -2.49478], [-1.51713, 2.67449, -2.76588], [-2.49580, 1.95426, -1.83598], [-2.19377, 0.52024, -1.76558], [2.91596, 2.00845, -0.60748], [2.92129, 1.15588, -1.99545], [3.02444, 3.30995, -2.86362], [2.09532, 3.87831, -1.48472], [1.12583, 2.67990, -4.06833], [0.58247, 4.10118, -3.18514], [-0.04810, 2.13245, -1.46374], [-1.75928, 2.44548, -3.81073], [-1.65207, 3.76054, -2.64250], [-3.51739, 2.16795, -2.17019], [-2.38517, 2.35467, -0.82729], [-2.38246, 0.07250, -2.65514], [-2.76269, 0.06710, -1.06337], [-0.46494, 4.35586, 0.87149], [0.69983, 3.44120, 1.26880], [1.98283, 4.26076, 1.42791], [0.35349, 2.68747, 2.53689], [0.21864, 3.41967, 3.70685], [-0.09889, 2.81496, 4.90949], [-0.38780, 1.46448, 4.91094], [-0.30116, 0.68879, 3.76255], [-0.87423, -0.72206, 3.84341], [-0.09358, -1.62426, 4.80332], [-2.35073, -0.66480, 4.25858], [0.16463, 1.28108, 2.55052], [0.39988, 0.50279, 1.41537], [1.03822, -0.65473, 1.61747], [1.00843, -1.70030, 0.69780], [0.36763, -1.57217, -0.45543], [0.21230, -2.62569, -1.34591], [0.68504, -2.46673, -2.66702], [0.68614, -3.55872, -3.52092], [0.18111, -4.78308, -3.11131], [-0.38285, -4.90024, -1.85246], [-0.38904, -3.83881, -0.95582], [-1.13740, -3.96207, 0.35888], [-2.64660, -3.97209, 0.07971], [-0.73466, -5.20166, 1.16033], [1.23682, -1.12751, -3.12309], [0.61357, -0.67844, -4.44414], [2.76158, -1.21274, -3.23975], [-0.30583, 4.80417, -0.11385], [-0.57725, 5.16321, 1.59774], [-1.40083, 3.79601, 0.85061], [0.84974, 2.70075, 0.48660], [1.92164, 4.91934, 2.29421], [2.15350, 4.89190, 0.55331], [2.85190, 3.61327, 1.56481], [0.39040, 4.48955, 3.68955], [-0.15034, 3.39431, 5.82227], [-0.70178, 1.00082, 5.83936], [-0.83902, -1.17541, 2.85565], [-0.17304, -1.26220, 5.83019], [0.96549, -1.66025, 4.54595], [-0.48710, -2.64251, 4.77050], [-2.46076, -0.25632, 5.26378], [-2.78760, -1.66584, 4.24666], [-2.91289, -0.03218, 3.57003], [1.59527, -0.79985, 2.54095], [1.51719, -2.63591, 0.93154], [1.09588, -3.46057, -4.51966], [0.21172, -5.63714, -3.77581], [-0.82563, -5.84541, -1.56105], [-0.92319, -3.08524, 0.96962], [-2.92627, -4.84845, -0.50793], [-2.93666, -3.07993, -0.47806], [-3.20770, -3.99232, 1.01651], [-0.98211, -6.11911, 0.62488], [-1.26461, -5.21937, 2.11453], [0.33742, -5.20071, 1.36346], [0.95919, -0.36351, -2.34841], [0.89069, -1.34678, -5.26215], [0.95401, 0.32695, -4.69981], [-0.47493, -0.66487, -4.36954], [3.03843, -2.01437, -3.92733], [3.21015, -1.43500, -2.26926], [3.18624, -0.28312, -3.63124]], "atomic_forces_ev_per_a": [[-0.76, -1.65, 1.15], [0.21, 0.21, -0.24], [-0.21, -0.08, -0.05], [0.13, -0.06, -0.05], [0.06, 0.36, 0.20], [-0.15, -0.16, 0.00], [0.09, -0.03, -0.14], [-0.14, 0.16, -0.16], [-0.01, -0.01, 0.05], [-0.04, -0.08, 0.00], [-0.01, 0.09, 0.04], [0.00, 0.03, 0.12], [0.00, -0.02, 0.02], [0.02, -0.01, -0.03], [-0.15, 1.90, -0.41], [0.03, -0.02, 0.00], [0.00, -0.02, 0.02], [0.02, 0.04, 0.02], [0.00, 0.03, 0.05], [0.04, -0.07, 0.01], [0.00, -0.05, 0.03], [0.05, -0.12, -0.04], [-0.03, 0.10, 0.10], [0.02, -0.11, -0.10], [0.08, -0.27, -0.13], [0.03, -0.03, 0.11], [-0.05, 0.04, -0.02], [0.10, 0.02, 0.12], [-0.09, 0.03, -0.31], [0.04, -0.01, 0.10], [-0.01, 0.02, -0.10], [0.11, -0.01, -0.12], [0.00, 0.28, 0.58], [0.14, -0.20, -0.13], [0.02, 0.37, 0.22], [0.14, -0.37, -0.15], [-0.06, 0.70, 0.35], [0.25, -0.41, -0.29], [-0.07, 0.20, 0.27], [-0.07, -0.03, -0.01], [-0.03, -0.01, -0.01], [0.02, -0.09, -0.02], [0.05, 0.19, 0.05], [-0.10, -0.16, 0.00], [0.11, 0.07, 0.09], [0.02, 0.17, 0.00], [0.03, -0.15, -0.14], [0.03, -0.02, 0.11], [-0.13, 0.11, 0.10], [0.03, 0.01, 0.01], [-0.04, 0.02, -0.02], [-0.04, 0.01, -0.02], [0.03, -0.04, -0.10], [0.03, 0.02, -0.01], [0.03, 0.00, -0.04], [0.00, 0.01, 0.03], [-0.01, 0.00, -0.03], [-0.04, 0.00, 0.00], [-0.02, -0.03, -0.03], [0.01, 0.02, -0.05], [0.00, -0.01, 0.02], [0.01, -0.01, 0.00], [0.00, 0.00, 0.05], [-0.05, -0.01, 0.01], [-0.01, 0.00, 0.01], [-0.05, 0.00, 0.03], [-0.10, -0.10, 0.09], [-0.03, 0.03, 0.06], [-0.01, 0.02, 0.00], [-0.03, 0.01, -0.01], [-0.02, 0.00, 0.01], [-0.02, -0.04, -0.05], [-0.02, 0.00, -0.02], [-0.04, -0.02, -0.01], [-0.03, -0.01, -0.01], [0.02, -0.03, 0.01], [0.00, -0.03, 0.01], [0.00, -0.05, 0.01], [0.61, -0.72, -1.08], [-0.02, 0.01, -0.02], [-0.02, 0.01, -0.01], [0.00, 0.03, -0.03], [0.04, 0.01, -0.01], [0.04, 0.02, -0.01], [0.01, 0.00, 0.02]]}

***

Quick rundown of relative energy (zero: lowest compared OMol25 entry of this formula, charge and spin), same order as above: 745.99; 141.90 kJ/mol